Entry from OMol25: 6 unconnected molecules or ions with the total composition C79H64BClN2O14PS2 (the ωB97M-V functional and the def2-TZVPD basis).

```
164
Properties=species:S:1:pos:R:3:lowdin_charge:R:1
C -1.817 4.281 -3.432 -0.052
N -2.372 2.926 -3.799 -0.063
C -1.242 2.252 -4.515 -0.065
B -3.515 3.052 -4.711 -0.586
O -3.321 2.663 -6.065 0.140
N -4.900 3.537 -4.219 -0.199
C -5.194 3.133 -2.799 -0.182
C -5.732 1.675 -2.631 -0.222
C -5.542 1.140 -1.164 -0.495
S -6.742 1.942 0.019 0.678
C -5.934 3.092 -5.236 -0.143
C -7.417 3.457 -4.867 -0.191
C -8.015 4.301 -6.060 -0.224
C -9.472 4.780 -5.797 -0.240
S -9.479 6.357 -4.877 0.432
O -8.370 7.186 -5.419 -0.367
O -10.788 7.038 -4.927 -0.340
Cl -9.075 5.943 -2.873 0.372
P -4.919 5.344 -4.259 0.865
O -4.111 5.789 -5.454 -0.335
H -1.659 4.842 -4.378 0.104
H -0.814 4.150 -2.969 0.092
H -2.514 4.778 -2.728 0.067
H -0.390 2.138 -3.803 0.096
H -0.859 2.935 -5.310 0.110
H -1.516 1.253 -4.895 0.093
H -3.503 1.723 -6.182 0.123
H -5.970 3.834 -2.407 0.112
H -4.317 3.257 -2.130 0.131
H -5.372 0.952 -3.393 0.126
H -6.839 1.726 -2.771 0.091
H -5.783 0.058 -1.126 0.075
H -4.538 1.371 -0.761 0.078
H -7.879 2.187 -0.728 -0.130
H -5.692 3.644 -6.175 0.132
H -5.800 2.010 -5.436 0.141
H -7.996 2.507 -4.833 0.128
H -7.545 3.962 -3.890 0.048
H -8.027 3.640 -6.958 0.136
H -7.317 5.130 -6.301 0.103
H -10.060 3.968 -5.327 0.119
H -9.957 4.984 -6.779 0.127
H -6.248 5.849 -4.280 0.044
H -4.351 5.731 -3.004 0.065
C 3.811 6.476 0.244 -0.045
C 2.694 6.351 -0.578 -0.052
C 1.940 5.187 -0.553 -0.003
C 2.306 4.138 0.286 -0.088
C 3.439 4.255 1.092 -0.079
C 4.184 5.431 1.076 0.014
C 3.870 3.130 1.955 -0.303
O 4.854 3.233 2.659 0.117
C 3.085 1.872 1.937 -0.121
C 3.509 0.785 2.698 -0.009
C 2.773 -0.392 2.699 -0.036
C 1.605 -0.484 1.947 -0.051
C 1.181 0.594 1.184 -0.013
C 1.925 1.772 1.168 -0.097
C 1.482 2.905 0.318 -0.290
O 0.461 2.822 -0.346 0.071
H 4.394 7.389 0.230 0.112
H 2.412 7.163 -1.236 0.109
H 1.069 5.095 -1.189 0.105
H 5.056 5.530 1.710 0.126
H 4.416 0.854 3.287 0.130
H 3.108 -1.237 3.287 0.115
H 1.027 -1.401 1.953 0.113
H 0.275 0.515 0.597 0.115
C 1.893 8.476 9.833 -0.050
C 0.815 9.081 9.192 -0.051
C 0.290 8.523 8.035 0.003
C 0.849 7.362 7.508 -0.084
C 1.945 6.769 8.137 -0.080
C 2.458 7.323 9.308 0.006
C 2.584 5.560 7.564 -0.240
O 3.540 5.046 8.125 0.073
C 2.043 5.000 6.298 -0.062
C 2.660 3.898 5.709 0.038
C 2.153 3.362 4.536 -0.035
C 1.020 3.917 3.947 -0.035
C 0.404 5.017 4.525 0.010
C 0.918 5.567 5.696 -0.079
C 0.269 6.764 6.282 -0.279
O -0.719 7.250 5.763 0.103
H 2.296 8.908 10.740 0.110
H 0.383 9.988 9.597 0.110
H -0.551 8.993 7.543 0.121
H 3.299 6.859 9.806 0.123
H 3.537 3.460 6.161 0.100
H 2.638 2.510 4.081 0.080
H 0.620 3.492 3.033 0.104
H -0.474 5.449 4.062 0.120
C -2.073 -7.519 -3.480 -0.044
C -3.071 -6.695 -3.992 -0.050
C -2.912 -5.317 -3.976 -0.002
C -1.758 -4.755 -3.437 -0.089
C -0.767 -5.582 -2.902 -0.081
C -0.923 -6.965 -2.936 0.011
C 0.447 -5.000 -2.280 -0.278
O 1.312 -5.717 -1.817 0.111
C 0.582 -3.524 -2.225 -0.077
C 1.688 -2.956 -1.593 0.012
C 1.827 -1.576 -1.551 -0.057
C 0.871 -0.758 -2.143 -0.062
C -0.233 -1.318 -2.765 -0.004
C -0.386 -2.701 -2.801 -0.083
C -1.591 -3.283 -3.441 -0.280
O -2.429 -2.561 -3.955 0.077
H -2.194 -8.595 -3.502 0.113
H -3.973 -7.129 -4.406 0.109
H -3.689 -4.680 -4.380 0.117
H -0.152 -7.609 -2.534 0.123
H 2.435 -3.590 -1.132 0.124
H 2.684 -1.135 -1.056 0.110
H 0.986 0.320 -2.114 0.098
H -0.977 -0.676 -3.218 0.100
C 4.292 -9.310 -4.881 -0.055
C 5.113 -10.172 -5.603 -0.053
C 4.584 -10.939 -6.631 0.004
C 3.228 -10.856 -6.934 -0.083
C 2.400 -10.010 -6.194 -0.083
C 2.938 -9.229 -5.174 0.000
C 0.945 -9.946 -6.472 -0.278
O 0.224 -9.205 -5.829 0.089
C 0.383 -10.808 -7.541 -0.084
C -0.989 -10.803 -7.778 -0.003
C -1.522 -11.595 -8.784 -0.057
C -0.687 -12.389 -9.564 -0.054
C 0.680 -12.402 -9.329 0.004
C 1.218 -11.619 -8.311 -0.082
C 2.677 -11.667 -8.047 -0.279
O 3.407 -12.363 -8.726 0.110
H 4.708 -8.706 -4.084 0.108
H 6.167 -10.243 -5.365 0.109
H 5.226 -11.604 -7.194 0.122
H 2.302 -8.562 -4.607 0.115
H -1.642 -10.184 -7.175 0.117
H -2.591 -11.594 -8.963 0.107
H -1.104 -13.002 -10.354 0.109
H 1.327 -13.024 -9.935 0.122
C 6.121 2.070 7.450 -0.046
C 5.015 2.693 8.027 -0.073
C 4.217 1.997 8.924 0.015
C 4.514 0.673 9.239 -0.082
C 5.608 0.043 8.643 -0.087
C 6.417 0.749 7.755 -0.002
C 5.909 -1.380 8.931 -0.282
O 6.864 -1.930 8.414 0.101
C 5.018 -2.125 9.854 -0.085
C 5.253 -3.477 10.092 0.000
C 4.434 -4.180 10.964 -0.057
C 3.382 -3.534 11.609 -0.057
C 3.142 -2.189 11.371 0.000
C 3.953 -1.483 10.486 -0.084
C 3.664 -0.054 10.213 -0.280
O 2.743 0.510 10.774 0.104
H 6.748 2.616 6.756 0.108
H 4.775 3.720 7.779 0.065
H 3.362 2.485 9.374 0.121
H 7.274 0.267 7.301 0.119
H 6.071 -3.982 9.595 0.120
H 4.615 -5.233 11.144 0.107
H 2.748 -4.082 12.295 0.107
H 2.321 -1.690 11.871 0.120
```

Output
Energy above the lowest of the compared OMol25 structures with the same formula, charge and spin   0.0 kJ/mol
Net charge   +1
Calculated total energy   -158761.758 eV
E_LUMO   -3.1473 eV
Frontier orbital gap   7.32 eV

Entry from OMol25: a single C7H10 molecule (the ωB97M-V functional and the def2-TZVPD basis).

```
17
Properties=species:S:1:pos:R:3:lowdin_charge:R:1
C -1.835 2.108 1.491 0.015
C -1.585 1.143 0.621 -0.148
C -0.270 0.828 -0.004 -0.312
C 0.673 1.770 -0.127 0.068
C -0.035 -0.600 -0.253 -0.097
C 1.113 -1.246 -0.447 -0.154
C 1.192 -2.680 -0.886 -0.109
H -2.718 2.141 2.113 0.055
H -1.151 2.944 1.603 0.054
H -2.263 0.302 0.578 0.087
H 0.412 2.790 0.103 0.058
H 1.659 1.421 -0.394 0.058
H -0.954 -1.175 -0.381 0.107
H 1.943 -0.676 -0.860 0.103
H 0.268 -3.238 -0.826 0.069
H 2.056 -3.129 -0.391 0.070
H 1.496 -2.703 -1.939 0.076
```

Output
Energy above the lowest of the compared OMol25 structures with the same formula, charge and spin   224.9 kJ/mol
SMILES string   C=CC(=C)/C=C/C
Calculated total energy   -7418.704 eV
E_LUMO   0.4101 eV
Frontier orbital gap   8.79 eV

- Among the records above, which one has the highest energy above the lowest of the compared OMol25 structures with the same formula, charge and spin?
  C7H10